Record 1
ORCA calculation (the ωB97M-V functional and the def2-TZVPD basis) on a 2-piece molecular cluster, C4H8O2S overall at a distorted geometry.

Calculated values
- energy relative to the best compared isomer or geometry (same formula, charge and spin) (kcal/mol) = 109.0
- HOMO energy (eV) = -7.99
- LUMO (Eh) = 0.0290
- gap between HOMO and LUMO (eV) = 8.78

```
! wB97M-V def2-TZVPD RIJCOSX def2/J DEFGRID3
* xyz 0 1
C -0.09715 -1.72140 3.50687
C -0.52168 0.08011 -0.15318
C -2.08194 1.82568 -0.49927
C 1.59585 -1.00636 -1.47617
O 0.49014 -2.50489 2.81823
O -1.53270 0.79666 0.27397
S 0.19461 0.15704 -1.73819
H 0.45111 -0.86043 3.93175
H -1.14435 -1.71045 3.57233
H -3.03084 2.10276 -0.03034
H -2.14542 1.55369 -1.54883
H -1.36419 2.68747 -0.56116
H 2.41972 -0.49503 -1.82123
H 1.49695 -2.01198 -2.06941
H 1.50625 -1.43972 -0.44457
*
```

Partial atomic charges computed with the Mulliken method, in multiples of e: number 1, C, carries -0.08; number 2, C, carries -0.05; number 3, C, carries -0.74; number 4, C, carries -0.63; number 5, O, carries -0.37; number 6, O, carries -0.16; number 7, S, carries -0.07; number 8, H, carries 0.20; number 9, H, carries 0.24; number 10, H, carries 0.22; number 11, H, carries 0.31; number 12, H, carries 0.33; number 13, H, carries 0.30; number 14, H, carries 0.26; number 15, H, carries 0.22

=====

Record 2
ORCA calculation (the ωB97M-V functional and the def2-TZVPD basis) on C38H43CrGeN15O2S2 as an isolated structure.

Calculated values
- energy relative to the best compared isomer or geometry (same formula, charge and spin) (kcal/mol) = 0.0
- HOMO energy (alpha / beta) (eV) = -4.88 / -4.61
- LUMO (alpha / beta) (Eh) = 0.0658 / 0.0658
- gap between HOMO and LUMO (alpha / beta) (eV) = 6.67 / 6.40

```
! wB97M-V def2-TZVPD RIJCOSX def2/J DEFGRID3
* xyz -1 2
Cr 1.36546 2.09980 0.70653
N 3.78951 4.49919 1.30894
C 3.92704 3.30360 1.97040
N 4.90790 3.02802 2.82386
N 4.63833 1.78624 3.24216
N 3.56991 1.34412 2.67713
N 3.08505 2.28296 1.83603
C 2.51816 4.95494 0.96829
N 2.21697 6.23088 0.81494
N 0.91016 6.20732 0.49932
N 0.46556 4.99993 0.46718
N 1.47973 4.15738 0.76323
H 4.42885 5.22137 1.60155
C -3.53465 -3.84402 -3.99996
O -3.23180 -2.47180 -3.89333
C -4.03713 -1.69836 -3.09588
C -5.14301 -2.16882 -2.39795
C -5.87237 -1.28781 -1.60483
C -5.49275 0.03217 -1.47097
C -4.40986 0.50847 -2.21360
C -3.69357 -0.34633 -3.01885
N -6.32902 0.86867 -0.64949
N -5.83898 1.71481 0.11392
C -4.42474 1.78411 0.29951
C -3.83225 3.01455 0.16781
C -2.44033 3.14849 0.11029
C -1.61246 2.04162 0.22006
O -0.33585 2.17242 0.02788
C -2.21146 0.77144 0.54620
N -1.39393 -0.27853 0.80862
C -1.92660 -1.41393 1.16921
C -3.31297 -1.61717 1.32240
C -4.15307 -0.58151 1.03479
C -3.61996 0.65427 0.60593
H -2.77838 -4.27378 -4.65324
H -4.52412 -4.00267 -4.43950
H -3.49376 -4.33867 -3.02425
H -5.44775 -3.20172 -2.45534
H -6.73680 -1.64085 -1.05838
H -4.11980 1.54808 -2.15186
H -2.84258 0.00862 -3.58263
H -4.46845 3.87942 0.02399
H -1.96208 4.10774 -0.03693
H -1.24044 -2.23228 1.36046
H -3.69181 -2.57548 1.65276
H -5.22469 -0.69348 1.14425
S -0.01978 2.18789 3.08294
C 0.14459 0.67197 3.80700
N 1.33090 0.09559 4.03333
C 1.47222 -1.10917 4.82112
C 0.31664 -2.04440 4.50214
C -0.98716 -1.31873 4.79838
N -0.95814 0.00405 4.20416
H 2.17711 0.62531 3.76108
H 1.47167 -0.87015 5.89284
H 2.43924 -1.55662 4.58612
H 0.37814 -2.96073 5.09046
H 0.35508 -2.30948 3.44422
H -1.13720 -1.24541 5.88182
H -1.83641 -1.86408 4.38092
H -1.82366 0.46458 3.97086
N 1.67661 0.08634 0.70727
S 1.95644 -0.78906 -0.56869
C 1.12018 -2.35754 -0.37055
C 0.12781 -2.67370 -1.28624
C -0.56451 -3.86997 -1.14969
C -0.25945 -4.73320 -0.10671
C 0.73754 -4.40515 0.80780
C 1.43197 -3.21442 0.67835
C 3.63809 -1.40737 -0.48222
C 4.12261 -2.16079 -1.54283
C 5.41480 -2.65220 -1.47932
C 6.20698 -2.38239 -0.36773
C 5.71500 -1.61032 0.67202
C 4.41818 -1.11177 0.62160
H 1.59735 -0.44923 1.56515
H -0.10987 -1.98254 -2.08251
H -1.34960 -4.11670 -1.85136
H -0.79786 -5.66515 -0.00229
H 0.97702 -5.08089 1.61846
H 2.22373 -2.96001 1.37421
H 3.49884 -2.35523 -2.40521
H 5.81033 -3.23623 -2.29939
H 7.21850 -2.76405 -0.32404
H 6.33645 -1.38247 1.52740
H 4.02852 -0.47044 1.40455
C 2.24504 2.54780 -4.29483
Ge 1.16109 2.28901 -2.65537
C 0.09659 0.66656 -3.02975
C -0.12504 3.76413 -2.67585
C 2.33865 2.25261 -1.12088
H 1.63975 2.39915 -5.18961
H 3.08938 1.85965 -4.33118
H 2.63734 3.56426 -4.31686
H -0.57922 0.89613 -3.85499
H -0.50406 0.37895 -2.16608
H 0.72643 -0.17320 -3.32830
H -0.41110 3.96656 -3.70915
H 0.30494 4.66446 -2.24169
H -1.01706 3.51703 -2.10407
H 2.87396 3.20665 -1.18992
H 3.09924 1.47071 -1.24754
*
```

Atom charges from the Mulliken analysis, given in e for atoms 1 to 99: number 1, Cr, carries -0.53; number 2, N, carries -0.12; number 3, C, carries 0.26; number 4, N, carries -0.71; number 5, N, carries -1.06; number 6, N, carries -0.56; number 7, N, carries 1.51; number 8, C, carries -0.02; number 9, N, carries -0.66; number 10, N, carries -0.79; number 11, N, carries -0.24; number 12, N, carries 1.30; number 13, H, carries 0.33; number 14, C, carries -1.00; number 15, O, carries -0.42; number 16, C, carries 0.89; number 17, C, carries -0.55; number 18, C, carries -0.56; number 19, C, carries -0.33; number 20, C, carries 0.08; number 21, C, carries -0.28; number 22, N, carries -0.51; number 23, N, carries -0.59; number 24, C, carries 0.11; number 25, C, carries -0.70; number 26, C, carries -0.18; number 27, C, carries -0.40; number 28, O, carries 0.51; number 29, C, carries -0.88; number 30, N, carries 1.01; number 31, C, carries -0.15; number 32, C, carries -1.73; number 33, C, carries -0.54; number 34, C, carries 0.56; number 35, H, carries 0.25; number 36, H, carries 0.38; number 37, H, carries 0.35; number 38, H, carries 0.42; number 39, H, carries 0.41; number 40, H, carries 0.44; number 41, H, carries 0.41; number 42, H, carries 0.41; number 43, H, carries 0.63; number 44, H, carries 0.23; number 45, H, carries 0.52; number 46, H, carries 0.64; number 47, S, carries -0.61; number 48, C, carries 0.48; number 49, N, carries 0.09; number 50, C, carries -0.98; number 51, C, carries 0.14; number 52, C, carries -0.83; number 53, N, carries -0.10; number 54, H, carries 0.36; number 55, H, carries 0.38; number 56, H, carries 0.44; number 57, H, carries 0.49; number 58, H, carries -0.40; number 59, H, carries 0.42; number 60, H, carries 0.38; number 61, H, carries 0.28; number 62, N, carries 0.87; number 63, S, carries 0.52; number 64, C, carries 0.38; number 65, C, carries -0.45; number 66, C, carries -0.25; number 67, C, carries -0.62; number 68, C, carries -0.75; number 69, C, carries -0.48; number 70, C, carries 0.24; number 71, C, carries -0.71; number 72, C, carries -0.71; number 73, C, carries -0.49; number 74, C, carries -0.78; number 75, C, carries 0.11; number 76, H, carries -0.64; number 77, H, carries 0.22; number 78, H, carries 0.42; number 79, H, carries 0.40; number 80, H, carries 0.39; number 81, H, carries 0.46; number 82, H, carries 0.45; number 83, H, carries 0.41; number 84, H, carries 0.38; number 85, H, carries 0.48; number 86, H, carries 0.20; number 87, C, carries -1.58; number 88, Ge, carries 0.93; number 89, C, carries -1.11; number 90, C, carries -1.24; number 91, C, carries -1.10; number 92, H, carries 0.39; number 93, H, carries 0.36; number 94, H, carries 0.38; number 95, H, carries 0.63; number 96, H, carries -0.09; number 97, H, carries 0.39; number 98, H, carries 0.48; number 99, H, carries 0.33

=====

no.,DFT total energy (eV)
1,-19203.67276
2,-173157.68400